No. 1
C47H35BN3O10 | the ωB97M-V functional and the def2-TZVPD basis

```
! RIJCOSX wB97M-V def2-TZVPD def2/J DEFGRID3
* xyz 1 1
N 5.253 0.184 -1.043
C 3.792 0.143 -1.223
N 2.852 -0.885 -0.862
C 1.507 -0.468 -1.193
N 1.672 0.830 -1.765
C 0.421 1.547 -2.178
B -0.025 2.462 -0.869
O 0.774 3.633 -0.539
O -1.151 2.069 -0.067
C 3.019 1.350 -1.852
C 3.598 2.738 -2.375
O 2.598 3.616 -2.950
O 2.795 4.867 -2.417
H 5.452 0.109 -0.033
H 5.517 1.147 -1.312
H 3.118 -1.772 -0.402
H 0.533 -1.023 -1.030
H -0.447 0.826 -2.418
H 0.541 2.214 -3.093
H 1.561 3.264 -0.075
H -1.433 1.168 -0.368
H 4.455 2.643 -3.130
H 4.008 3.297 -1.449
H 1.938 5.347 -2.395
C -0.807 4.220 3.878
C -0.156 3.950 2.676
C 1.160 4.360 2.490
C 1.825 5.052 3.501
C 1.166 5.345 4.694
C -0.149 4.917 4.886
C 1.845 6.122 5.756
O 1.271 6.375 6.800
C 3.229 6.595 5.524
C 3.861 7.378 6.491
C 5.166 7.815 6.288
C 5.846 7.465 5.123
C 5.218 6.690 4.155
C 3.904 6.261 4.350
C 3.231 5.467 3.298
O 3.824 5.163 2.274
H -1.830 3.893 4.026
H -0.673 3.418 1.885
H 1.663 4.143 1.557
H -0.663 5.130 5.817
H 3.339 7.651 7.402
H 5.654 8.428 7.038
H 6.867 7.801 4.969
H 5.751 6.425 3.248
C -5.049 3.109 -3.032
C -6.115 3.158 -3.928
C -6.965 2.066 -4.060
C -6.745 0.915 -3.303
C -5.664 0.857 -2.424
C -4.823 1.961 -2.281
C -5.388 -0.375 -1.652
O -4.442 -0.424 -0.879
C -6.270 -1.549 -1.836
C -5.990 -2.737 -1.158
C -6.821 -3.841 -1.315
C -7.940 -3.760 -2.142
C -8.219 -2.581 -2.823
C -7.379 -1.476 -2.679
C -7.666 -0.237 -3.436
O -8.641 -0.166 -4.163
H -4.391 3.965 -2.923
H -6.283 4.050 -4.523
H -7.797 2.112 -4.756
H -3.988 1.926 -1.589
H -5.122 -2.806 -0.510
H -6.599 -4.765 -0.791
H -8.592 -4.620 -2.259
H -9.089 -2.526 -3.470
C -1.145 -4.901 -1.088
C -0.117 -3.967 -0.983
C 1.190 -4.390 -0.775
C 1.475 -5.749 -0.660
C 0.444 -6.684 -0.740
C -0.866 -6.258 -0.966
C 0.727 -8.128 -0.570
O -0.172 -8.946 -0.644
C 2.117 -8.559 -0.300
C 2.390 -9.910 -0.080
C 3.696 -10.325 0.162
C 4.734 -9.396 0.175
C 4.465 -8.048 -0.038
C 3.154 -7.626 -0.266
C 2.874 -6.187 -0.456
O 3.780 -5.368 -0.441
H -2.164 -4.571 -1.259
H -0.336 -2.907 -1.065
H 1.987 -3.657 -0.699
H -1.671 -6.982 -1.043
H 1.587 -10.640 -0.092
H 3.905 -11.375 0.338
H 5.753 -9.722 0.356
H 5.277 -7.329 -0.021
*
```

## Properties
* HOMO energy: -11.3 eV
* F_max: 5.8 eV Å⁻¹

---

No. 2
C5H6N2O2 | the ωB97M-V functional and the def2-TZVPD basis

```
! RIJCOSX wB97M-V def2-TZVPD def2/J DEFGRID3
* xyz 0 1
C 1.161 1.009 1.683
C 1.113 0.000 0.548
C -0.174 -0.695 0.268
C -1.383 -0.267 0.605
C -2.523 -1.125 0.577
N -3.523 -1.662 0.866
N 2.239 -0.482 0.097
O 3.362 -0.209 0.507
O 2.419 -1.226 -1.065
H 2.009 1.559 1.677
H 1.102 0.545 2.645
H 0.401 1.746 1.627
H -0.218 -1.685 -0.468
H -1.319 0.510 1.481
H 3.275 -1.911 -1.039
*
```

## Properties
* SMILES string: CC(/C=C/C#N)=[N+](\[O-])O
* energy above the lowest of the compared OMol25 structures with the same formula, charge and spin: 6.097 eV
* HOMO energy: -9.0 eV
* F_max: 4.7 eV Å⁻¹